Record 1
7 unconnected molecules or ions with the total composition C30H52O20 in a non-equilibrium geometry, computed with ωB97M-V/def2-TZVPD.

Last column: Löwdin charge in e.
Element x y z (Å)
O (-2.71777, 0.12625, -1.05881)  0.062
C (-1.82300, 0.22236, -0.18101)  -0.315
C (-1.43831, 1.55652, 0.33774)  0.053
C (-0.37095, 1.71941, 1.13053)  0.031
C (0.32514, 0.53938, 1.56453)  -0.413
O (1.12345, 0.65593, 2.42503)  0.127
C (-0.04739, -0.79662, 1.02645)  0.028
C (-1.02770, -0.96697, 0.17415)  0.019
H (-2.11709, 2.35425, 0.07018)  0.128
H (-0.10261, 2.68260, 1.49675)  0.109
H (0.54690, -1.60488, 1.48106)  0.125
H (-1.26762, -1.85682, -0.34372)  0.095
C (0.84235, -3.42963, -1.67260)  -0.037
C (0.12803, -4.69482, -1.28363)  -0.176
O (0.76172, -5.23346, -0.10646)  0.057
C (0.35320, -4.84504, 1.06115)  -0.601
O (-0.36441, -3.91091, 1.29981)  0.115
O (0.90181, -5.65815, 2.01320)  -0.010
C (0.27920, -5.55173, 3.30904)  -0.036
H (0.39886, -3.31710, -2.63981)  0.055
H (1.91733, -3.64743, -1.77032)  0.102
H (0.66071, -2.50242, -1.17153)  0.048
H (0.08450, -5.45329, -2.06887)  0.128
H (-0.87727, -4.42884, -0.99628)  0.098
H (0.77870, -4.79351, 3.92761)  0.099
H (0.36871, -6.49401, 3.82424)  0.085
H (-0.76318, -5.33305, 3.11690)  0.085
C (3.28442, 4.62500, -1.37032)  -0.052
C (2.83672, 4.19362, 0.05284)  -0.177
O (1.79297, 4.98852, 0.63635)  0.033
C (0.59768, 4.76513, 0.10478)  -0.674
O (0.36873, 4.13592, -0.84105)  0.168
O (-0.41083, 5.43036, 0.70307)  -0.023
C (-0.18577, 6.75263, 1.08162)  -0.070
H (2.43882, 4.94813, -1.98520)  0.073
H (3.81562, 3.78122, -1.83008)  0.069
H (3.96782, 5.50500, -1.31053)  0.081
H (3.66508, 4.15781, 0.75466)  0.116
H (2.35431, 3.16557, -0.10271)  0.120
H (0.45944, 7.23454, 0.32708)  0.102
H (0.35755, 6.84816, 2.06499)  0.114
H (-1.18624, 7.18566, 0.99810)  0.100
C (-1.00752, -4.99739, -4.99948)  -0.073
C (-2.06546, -3.96543, -4.75930)  -0.219
O (-2.18306, -3.95513, -3.31973)  0.012
C (-3.30206, -3.41427, -2.85378)  -0.607
O (-4.26538, -3.02436, -3.45149)  0.145
O (-3.12531, -3.47934, -1.53359)  -0.016
C (-4.13487, -2.81102, -0.73783)  -0.013
H (-1.40822, -5.88960, -4.50557)  0.087
H (-0.05296, -4.62618, -4.59226)  0.074
H (-0.89593, -5.24735, -6.09370)  0.099
H (-3.00690, -4.21740, -5.23127)  0.121
H (-1.79246, -2.99898, -5.16837)  0.126
H (-3.97188, -1.75554, -0.74182)  0.063
H (-3.99322, -3.20270, 0.26865)  0.086
H (-5.14926, -3.08300, -1.10482)  0.111
C (7.85331, 5.71772, 2.72111)  -0.071
C (7.15492, 4.40761, 2.90983)  -0.250
O (5.77748, 4.65144, 3.05103)  0.037
C (5.05329, 3.57137, 3.30244)  -0.607
O (5.44386, 2.42893, 3.37056)  0.122
O (3.78817, 3.95476, 3.58302)  -0.008
C (2.86411, 2.83983, 3.59882)  -0.031
H (7.33660, 6.20768, 1.90486)  0.077
H (8.91236, 5.62027, 2.45897)  0.089
H (7.65843, 6.34592, 3.57219)  0.075
H (7.54265, 3.87815, 3.84040)  0.154
H (7.29998, 3.84442, 1.99475)  0.126
H (2.94964, 2.24489, 4.47774)  0.092
H (3.01056, 2.24920, 2.69024)  0.071
H (1.90365, 3.30783, 3.52624)  0.084
C (-7.35198, -0.19253, -1.15680)  -0.072
C (-7.56677, -0.79126, 0.18188)  -0.236
O (-6.31301, -1.14959, 0.77805)  0.036
C (-6.37663, -2.08033, 1.74323)  -0.583
O (-7.36928, -2.62312, 2.12329)  0.140
O (-5.12364, -2.31035, 2.19972)  -0.029
C (-4.94026, -3.41909, 3.03623)  -0.055
H (-8.25259, 0.06834, -1.73344)  0.090
H (-6.98688, -1.02490, -1.81444)  0.099
H (-6.73726, 0.64787, -1.12680)  0.057
H (-8.28896, -1.59605, -0.02069)  0.133
H (-8.03839, -0.05939, 0.84434)  0.130
H (-5.90747, -3.54399, 3.52507)  0.090
H (-4.10054, -3.24228, 3.67731)  0.093
H (-4.87153, -4.37637, 2.51548)  0.098
C (0.61992, 1.04004, -4.05289)  -0.056
C (1.75518, 1.39600, -3.06275)  -0.146
O (1.75444, 0.34550, -2.00741)  0.029
C (2.81135, 0.40497, -1.20903)  -0.602
O (3.60409, 1.33806, -1.08349)  0.091
O (2.70583, -0.63839, -0.41307)  -0.011
C (3.55281, -0.65413, 0.73191)  -0.015
H (-0.32479, 0.81390, -3.60245)  0.060
H (0.76793, 0.13769, -4.74073)  0.101
H (0.59303, 1.93027, -4.61992)  0.056
H (1.52019, 2.33623, -2.56135)  0.107
H (2.70431, 1.41828, -3.61108)  0.130
H (3.50321, 0.32577, 1.22931)  0.088
H (4.57088, -0.72946, 0.43546)  0.090
H (3.18262, -1.42933, 1.36836)  0.093

Results
**Structure (SMILES)**: O=C1C=CC(=O)C=C1.CCOC(=O)OC.CCOC(=O)OC.CCOC(=O)OC.CCOC(=O)OC.CCOC(=O)OC.CCOC(=O)OC
**Energy above the lowest of the compared OMol25 structures with the same formula, charge and spin**: 0.0 kJ/mol
**Frontier orbital gap**: 8.80 eV

Record 2
2 unconnected molecules or ions with the total composition C4H8O2, computed with ωB97M-V/def2-TZVPD.

Last column: Löwdin charge in e.
Element x y z (Å)
C (-0.07497, -0.27509, -1.64867)  -0.065
C (0.37536, 0.03558, -0.24553)  -0.141
C (-0.40551, 1.15277, 0.41411)  -0.311
O (0.07640, 1.50558, 1.66065)  -0.081
C (0.25814, -1.26808, 1.34988)  -0.085
O (0.39622, -1.85789, 0.23861)  -0.105
H (0.50428, -1.08518, -2.08889)  0.085
H (0.07609, 0.63546, -2.24517)  0.098
H (-1.13814, -0.52859, -1.68299)  0.094
H (1.44832, 0.13914, -0.11419)  0.136
H (-0.27593, 2.01438, -0.26074)  0.142
H (-1.47861, 0.89640, 0.40661)  0.135
H (0.28802, 0.61863, 2.04151)  0.049
H (-0.04967, -1.98311, 2.17480)  0.048

Results
**Energy above the lowest of the compared OMol25 structures with the same formula, charge and spin**: 573.0 kJ/mol
**Frontier orbital gap**: 7.95 eV

Record 3
A molecular structure, C2H6NO3 in a non-equilibrium geometry, computed with ωB97M-V/def2-TZVPD.

Last column: Löwdin charge in e.
Element x y z (Å)
O (-1.76877, 1.29426, 0.05619)  -0.132
C (-0.71372, 0.90178, 0.60723)  -0.467
N (-0.11823, -0.27052, 0.45328)  0.034
C (1.28319, -1.38157, 0.94307)  -0.458
O (1.25112, -2.63305, 0.98546)  -0.195
H (-0.27409, 1.50149, 1.40801)  0.106
H (-0.42581, -0.94297, -0.26730)  0.086
H (1.55455, -0.81748, 1.90008)  0.075
H (1.96838, -0.97919, 0.14900)  0.071
H (-0.52960, 0.42364, -2.14567)  -0.001
H (-1.35300, 1.63086, -1.65012)  -0.001
O (-0.87402, 1.27275, -2.43924)  -0.119

Results
**Charge**: -1
**Energy above the lowest of the compared OMol25 structures with the same formula, charge and spin**: 231.9 kJ/mol
**Frontier orbital gap**: 8.47 eV

Record 4
A molecular structure, C14H22Cl16GaO in a non-equilibrium geometry, computed with ωB97M-V/def2-TZVPD.

Last column: Löwdin charge in e.
Element x y z (Å)
C (-1.70968, 0.98615, -3.10528)  -0.060
C (-0.90851, 1.09112, -1.82850)  -0.345
C (-0.12621, 2.36543, -1.56835)  -0.080
C (-0.87613, 0.15114, -0.89249)  -0.104
C (-0.78525, -1.30106, -1.29300)  -0.182
C (-0.41280, -2.29002, -0.18294)  -0.183
C (0.90475, -2.02810, 0.58013)  -0.378
C (2.08789, -1.62572, -0.32267)  -0.068
C (0.76757, -1.07633, 1.78423)  -0.288
C (-0.20080, -1.61173, 2.86519)  -0.293
Ga (-2.13108, -0.92135, 2.79811)  0.270
O (-3.24289, -2.48121, 2.92588)  -0.431
H (-2.74990, 0.79314, -2.85927)  0.077
H (-1.68529, 1.96296, -3.58593)  0.060
H (-1.35077, 0.24125, -3.81967)  0.072
H (-0.63764, 2.91271, -0.76259)  0.088
H (0.86986, 2.14285, -1.21193)  0.001
H (-0.13145, 3.03505, -2.42672)  0.060
H (-0.96182, 0.48788, 0.12962)  0.060
H (-0.08381, -1.39374, -2.11746)  0.097
H (-1.77271, -1.60781, -1.66521)  0.106
H (-0.29196, -3.26006, -0.68292)  0.080
H (-1.20709, -2.43986, 0.54272)  0.064
H (1.17514, -2.98034, 1.04277)  0.114
H (2.81871, -2.42799, -0.41240)  0.043
H (1.81334, -1.34877, -1.33889)  0.063
H (2.60435, -0.78849, 0.14540)  0.050
H (0.57846, -0.04594, 1.48513)  0.079
H (1.77019, -1.07662, 2.23583)  0.093
H (-0.21422, -2.70501, 2.85521)  0.041
H (0.19814, -1.30439, 3.83274)  0.024
H (-2.51745, 0.08132, 3.99834)  -0.106
H (-2.52850, -0.23542, 1.38428)  -0.073
H (-2.90495, -3.05239, 2.22093)  -0.094
C (3.60625, 4.00136, -0.02782)  -2.038
Cl (3.00424, 5.19919, 1.12671)  0.482
Cl (3.02007, 2.40132, 0.42142)  0.561
Cl (3.03030, 4.41136, -1.64821)  0.530
Cl (5.37744, 4.01015, -0.01394)  0.512
C (-5.41141, -2.91425, -0.42721)  -2.042
Cl (-6.80584, -3.90420, 0.04707)  0.496
Cl (-3.94335, -3.89769, -0.34135)  0.540
Cl (-5.63672, -2.35990, -2.10013)  0.484
Cl (-5.26531, -1.53524, 0.64146)  0.564
C (3.36257, -5.73846, -2.14019)  -2.058
Cl (2.99325, -7.13089, -3.16987)  0.508
Cl (4.52088, -6.22206, -0.89379)  0.514
Cl (4.06560, -4.44968, -3.12586)  0.516
Cl (1.88530, -5.15617, -1.37879)  0.564
C (1.24999, 9.02814, 2.43948)  -2.052
Cl (1.70541, 10.33466, 3.54185)  0.514
Cl (1.73550, 9.45018, 0.79311)  0.520
Cl (2.06291, 7.53787, 2.92615)  0.496
Cl (-0.49864, 8.79097, 2.49661)  0.530

Results
**Charge**: -1
**Energy above the lowest of the compared OMol25 structures with the same formula, charge and spin**: 0.0 kJ/mol
**Frontier orbital gap**: 6.08 eV

Record 5
A molecular structure, C2H4N2S2 in a non-equilibrium geometry, computed with ωB97M-V/def2-TZVPD.

Last column: Löwdin charge in e.
Element x y z (Å)
C (0.92305, -1.10554, -0.06000)  -0.479
C (-0.18500, 1.08419, -0.03413)  -0.577
N (-0.53978, -1.17002, 0.08139)  -0.022
N (-1.09462, -0.04071, 0.06766)  -0.734
S (-2.64800, 0.34569, 0.56610)  0.550
S (1.40089, 0.51988, 0.61029)  0.826
H (1.48792, -2.00290, 0.56370)  0.141
H (1.12246, -1.19629, -1.11952)  0.065
H (-0.00659, 1.63262, -1.26483)  0.193
H (-0.46034, 1.93308, 0.58934)  0.037

Results
**Energy above the lowest of the compared OMol25 structures with the same formula, charge and spin**: 383.4 kJ/mol
**Frontier orbital gap (alpha / beta)**: 7.94 / 7.94 eV

Record 6
A molecular structure, C25H20N6O4V, computed with ωB97M-V/def2-TZVPD.

Last column: Mulliken spin population.
Element x y z (Å)
V (-0.05375, -0.19300, 0.66118)  1.949
O (1.96414, 2.75875, 2.24682)  0.027
C (1.57411, 1.82718, 1.58762)  -0.029
N (0.33137, 1.61606, 1.04484)  -0.016
C (-0.42101, 2.62240, 0.36747)  0.063
C (-0.25827, 3.98492, 0.45752)  -0.004
C (-1.02634, 4.79808, -0.38006)  0.001
C (-1.92396, 4.24603, -1.27330)  -0.005
C (-2.08791, 2.86050, -1.36554)  -0.001
C (-1.32555, 2.05998, -0.54706)  0.000
N (-1.39625, 0.63125, -0.41159)  -0.075
C (-2.61326, -0.00575, -0.49218)  -0.034
O (-3.49661, 0.17055, -1.29683)  0.024
C (-2.80388, -0.90615, 0.71800)  0.060
C (-3.97085, -1.60038, 0.96230)  -0.004
C (-4.12736, -2.21328, 2.19373)  0.007
C (-3.11043, -2.11514, 3.13480)  0.006
C (-1.95894, -1.43186, 2.80039)  0.022
N (-1.80850, -0.83225, 1.61504)  -0.062
C (2.52703, 0.72231, 1.13405)  0.047
C (3.85269, 0.68416, 1.51571)  0.011
C (4.70377, -0.19364, 0.86584)  0.003
C (4.20199, -0.99707, -0.14938)  0.002
C (2.85654, -0.92404, -0.45095)  0.007
N (2.02774, -0.08076, 0.17432)  -0.019
H (0.43615, 4.40770, 1.16943)  0.001
H (-0.91550, 5.87193, -0.31999)  0.000
H (-2.51027, 4.89058, -1.91397)  0.000
H (-2.78933, 2.42256, -2.06018)  0.000
H (-4.73220, -1.61841, 0.19548)  0.000
H (-5.03753, -2.74861, 2.42842)  0.000
H (-3.20498, -2.56059, 4.11454)  0.000
H (-1.13408, -1.34542, 3.49768)  0.007
H (4.19112, 1.36826, 2.28198)  0.001
H (5.75190, -0.23638, 1.13028)  0.000
H (4.83897, -1.67306, -0.70129)  0.000
H (2.42385, -1.54755, -1.22424)  0.001
O (-2.69424, -2.95994, -1.87488)  0.000
C (-2.33572, -4.32485, -1.85631)  0.000
N (-1.11916, -4.62949, -2.56752)  0.000
C (0.14643, -4.64770, -2.06177)  0.001
O (1.09047, -5.11665, -2.65646)  -0.001
C (0.39538, -4.08111, -0.68115)  -0.006
C (1.19853, -4.79826, 0.19723)  0.007
C (1.56936, -4.22571, 1.40091)  -0.001
C (1.16971, -2.93020, 1.67236)  0.025
N (0.42322, -2.22286, 0.82091)  -0.049
C (0.03064, -2.79530, -0.32959)  0.048
H (-3.15673, -2.72590, -2.68892)  0.000
H (-3.12880, -4.94438, -2.27367)  0.000
H (-2.21252, -4.58534, -0.80652)  0.000
H (-1.18074, -4.96471, -3.51866)  0.000
H (1.53544, -5.78844, -0.08094)  0.000
H (2.18128, -4.76064, 2.11268)  0.000
H (1.46695, -2.43006, 2.58666)  0.004
H (-0.57884, -2.19790, -1.00356)  -0.017

Results
**Charge**: +1
**Frontier orbital gap (alpha / beta)**: 6.70 / 6.66 eV
**Multiplicity**: 3